Record 1
The following is a DFT calculation (ωB97M-V with the def2-TZVPD basis set) of a 11-piece molecular cluster, C22H66O11 overall at a distorted geometry.

Summary:
* E: -46401.4904 eV
* SMILES: CCO.CCO.CCO.CCO.CCO.CCO.CCO.CCO.CCO.CCO.CCO
* spin multiplicity: 1
* maximum force: 3.49 eV/A
* energy above the lowest of the compared OMol25 structures with the same formula, charge and spin: 121.1 kcal/mol
* net charge: 0

Element x y z (Å)
C1 -3.052222 -2.600684 -1.254409
C2 -2.650672 -2.988464 -2.714219
O1 -2.408102 -4.365054 -2.839449
H1 -3.827122 -3.295214 -0.929969
H2 -3.340102 -1.553484 -1.347139
H3 -2.055882 -2.546744 -0.815669
H4 -1.735422 -2.505684 -3.056779
H5 -3.393802 -2.662184 -3.441809
H6 -2.823032 -4.642844 -3.659369
C3 -1.105132 0.389186 5.452891
C4 -0.780372 -0.374114 4.220641
O2 -1.715222 -1.470644 4.215071
H7 -0.442822 1.254846 5.443481
H8 -0.923642 -0.228564 6.332411
H9 -2.146482 0.705006 5.515751
H10 0.267048 -0.663114 4.134131
H11 -0.900092 0.104066 3.248471
H12 -1.188072 -2.259314 4.362411
C5 5.357438 0.825656 -1.612169
C6 6.833478 0.737526 -1.484509
O3 7.448518 1.730266 -2.240319
H13 4.666358 0.474006 -0.846119
H14 5.121408 0.430976 -2.600409
H15 5.167668 1.898426 -1.647709
H16 7.269998 -0.171554 -1.898199
H17 7.108508 0.910326 -0.444029
H18 8.353098 1.931936 -1.990009
C7 0.996958 -4.792094 -2.614689
C8 1.918168 -3.720904 -1.885839
O4 3.304788 -4.248094 -1.782489
H19 0.843488 -5.696034 -2.025249
H20 1.317858 -4.978204 -3.639619
H21 0.021338 -4.329984 -2.765399
H22 1.591808 -3.523934 -0.864669
H23 2.027228 -2.729384 -2.325269
H24 3.258128 -4.891814 -2.493149
C9 -4.439152 -0.376204 1.579641
C10 -5.162192 0.546376 2.584671
O5 -6.350072 0.932926 1.937021
H25 -4.609032 0.104246 0.616101
H26 -5.056812 -1.265704 1.455591
H27 -3.439012 -0.758394 1.783951
H28 -4.567042 1.417516 2.858541
H29 -5.223482 -0.034524 3.504941
H30 -7.002432 1.206826 2.585861
C11 1.084108 -0.609084 0.626911
C12 -0.306502 0.120166 0.459941
O6 -0.446332 0.572046 -0.905979
H31 1.972908 -0.107424 0.244171
H32 1.103618 -1.487934 -0.017559
H33 1.365588 -0.898834 1.639281
H34 -0.405422 0.957786 1.150381
H35 -1.117292 -0.568484 0.697561
H36 -1.168872 1.199076 -0.826219
C13 -4.024122 4.164116 1.822211
C14 -2.730262 3.475366 2.202081
O7 -1.835932 4.529876 2.479631
H37 -4.278482 3.871836 0.803401
H38 -3.938632 5.248336 1.894741
H39 -4.763502 3.792756 2.531791
H40 -2.379242 2.784426 1.435611
H41 -2.790752 3.026966 3.193731
H42 -1.081352 4.365196 1.909461
C15 -5.112012 2.234496 -1.507469
C16 -3.705122 1.793046 -1.909589
O8 -2.687142 2.431356 -1.232229
H43 -5.308052 3.285236 -1.721049
H44 -5.162162 2.057406 -0.433129
H45 -5.803762 1.470806 -1.862919
H46 -3.636342 2.091016 -2.955819
H47 -3.439392 0.738756 -1.832489
H48 -2.831022 3.369056 -1.379229
C17 3.245858 3.498126 0.719041
C18 1.816428 2.993506 0.714411
O9 1.121378 3.679756 1.661331
H49 3.692158 3.287386 1.690901
H50 3.374308 4.569896 0.567651
H51 3.849998 2.907286 0.030551
H52 1.728348 1.912636 0.824211
H53 1.248548 3.271226 -0.173559
H54 1.548848 3.799876 2.512461
C19 1.974468 0.145846 -3.624949
C20 0.658028 -0.604984 -4.014559
O10 -0.415582 0.286306 -3.990779
H55 2.336018 0.663186 -4.513619
H56 2.733038 -0.558964 -3.284469
H57 1.777558 0.956486 -2.923399
H58 0.411468 -1.400074 -3.310889
H59 0.684878 -1.122364 -4.973569
H60 -0.558682 0.482446 -3.061989
C21 4.447108 -3.035754 2.260981
C22 4.361238 -2.293804 0.929341
O11 5.063258 -2.910744 -0.060419
H61 3.732898 -3.857824 2.307981
H62 4.228718 -2.315194 3.049141
H63 5.437948 -3.444304 2.459531
H64 4.666398 -1.264804 1.119441
H65 3.328968 -2.182554 0.597451
H66 4.395988 -3.297094 -0.632329

Force components x, y, z for each atom (eV/Å):
C 1.5 0.4 -2.7
C -0.3 0.8 0.0
O -0.3 -1.0 0.0
H 0.4 0.3 0.6
H -0.6 -0.1 0.4
H -0.5 -0.6 1.2
H 0.1 0.6 0.4
H -0.4 -0.1 0.1
H 0.1 -0.3 0.1
C 0.6 1.0 0.1
C -1.0 -0.8 -0.8
O 0.8 -0.6 -0.4
H -0.1 0.3 0.5
H 0.2 0.0 0.0
H 0.1 0.0 -0.3
H 0.1 -0.5 0.6
H -0.5 0.8 0.2
H -0.3 -0.3 0.0
C -0.7 1.0 -1.3
C 1.4 -0.9 1.4
O -0.1 2.0 -1.4
H 0.6 -0.7 0.1
H -0.6 0.0 0.1
H -0.2 0.2 -0.2
H -0.4 -0.7 0.7
H 0.2 -0.5 0.3
H -0.1 -0.4 0.3
C 0.2 2.2 0.5
C 0.7 -1.3 0.1
O -1.8 0.2 -0.3
H 0.3 0.1 -0.1
H 0.5 -0.3 0.1
H -0.2 -0.1 0.2
H -0.2 -0.4 0.1
H -0.5 -0.2 -0.6
H 0.9 -0.2 0.0
C -1.3 0.1 -0.3
C 1.8 -0.9 -0.2
O -0.5 -0.1 0.3
H 0.9 0.1 -0.3
H -0.1 -0.2 0.3
H 0.1 0.7 0.1
H 0.2 0.2 -0.2
H -0.9 0.0 0.2
H 0.0 0.1 0.0
C -0.6 0.1 -0.7
C 1.7 -0.7 -0.2
O 0.2 -0.3 1.0
H -0.3 0.9 0.0
H -0.4 -0.3 0.2
H -0.5 -0.1 0.1
H 0.2 0.2 0.0
H 0.0 -0.2 0.0
H -0.4 0.6 -0.6
C -0.6 -1.1 -0.1
C -0.2 1.1 1.1
O 1.7 0.3 -0.8
H -0.4 0.2 0.1
H 0.1 -0.2 0.1
H -0.6 0.3 -0.4
H 0.1 -0.1 0.1
H -0.5 -1.0 -0.3
H 0.6 0.4 0.2
C 0.9 -1.7 1.5
C -1.0 0.1 -1.8
O 1.0 1.0 1.2
H -0.2 -0.3 -0.3
H -0.2 0.5 0.3
H -0.4 0.6 -0.6
H 0.3 -0.5 -0.5
H -0.7 -0.2 0.0
H 0.4 0.3 0.2
C 0.6 -1.0 -0.2
C 0.9 0.4 -1.1
O -2.4 1.3 2.1
H -0.1 -0.1 0.3
H -0.3 -0.1 -0.3
H 0.1 0.3 -0.3
H 0.3 -0.1 0.1
H 0.5 -0.3 -0.6
H 0.3 -0.3 -0.1
C -0.7 -0.6 -1.1
C 0.7 0.1 1.0
O -0.8 0.5 -0.6
H 0.2 -0.1 -0.1
H 0.1 0.2 0.2
H -0.1 -0.4 0.4
H 0.4 -0.2 0.4
H 0.2 0.4 -0.3
H -0.1 0.2 0.3
C -0.4 0.2 0.1
C -0.9 0.6 1.5
O 1.0 -0.4 -1.2
H 0.0 -0.1 0.1
H -0.2 -0.2 0.3
H 0.1 0.1 -0.3
H 0.6 0.2 -0.3
H -0.4 -0.1 0.3
H 0.4 -0.5 -0.6


Record 2
The following is a DFT calculation (ωB97M-V with the def2-TZVPD basis set) of a 11-piece molecular cluster, C22H66O11S11 overall at a distorted geometry.

Summary:
* E: -165569.9760 eV
* spin multiplicity: 1
* maximum force: 10.61 eV/A
* energy above the lowest of the compared OMol25 structures with the same formula, charge and spin: 378.0 kcal/mol
* net charge: 0

Element x y z (Å)
C1 4.285373 1.745800 1.862745
S1 5.419373 0.395800 1.321745
O1 5.908373 -0.170200 2.779745
C2 4.135373 -0.793200 0.714745
H1 4.054373 2.190800 0.870745
H2 4.906373 2.549800 2.514745
H3 3.497373 1.214800 2.466745
H4 3.555373 -0.234200 -0.041255
H5 3.436373 -1.144200 1.559745
H6 4.869373 -1.709200 0.412745
C3 4.940373 -3.589200 3.464745
S2 3.441373 -4.418200 2.897745
O2 3.233373 -5.668200 3.717745
C4 2.273373 -3.320200 3.430745
H7 5.281373 -2.721200 2.673745
H8 5.930373 -4.261200 3.464745
H9 4.797373 -3.315200 4.539745
H10 2.417373 -3.413200 4.495745
H11 1.297373 -3.679200 3.220745
H12 2.162373 -2.255200 3.113745
C5 -2.216627 1.470800 5.628745
S3 -1.057627 2.813800 5.768745
O3 0.388373 2.267800 5.411745
C6 -1.589627 3.615800 4.282745
H13 -3.266627 1.694800 5.555745
H14 -2.282627 0.881800 6.546745
H15 -2.015627 0.868800 4.670745
H16 -1.310627 3.202800 3.308745
H17 -1.092627 4.485800 4.164745
H18 -2.653627 3.954800 4.329745
C7 -1.809627 -5.322200 -1.220255
S4 -0.236627 -4.781200 -1.711255
O4 -0.365627 -3.428200 -2.469255
C8 0.479373 -4.675200 -0.057255
H19 -2.185627 -4.527200 -0.577255
H20 -1.955627 -6.034200 -0.478255
H21 -2.375627 -5.832200 -1.933255
H22 0.908373 -5.684200 0.268745
H23 -0.079627 -3.875200 0.667745
H24 1.322373 -4.081200 -0.216255
C9 -2.124627 -4.417200 2.388745
S5 -3.774627 -4.788200 2.667745
O5 -4.083627 -3.680200 3.735745
C10 -4.426627 -3.948200 1.125745
H25 -1.841627 -5.263200 1.747745
H26 -1.625627 -4.302200 3.453745
H27 -1.920627 -3.425200 2.138745
H28 -3.793627 -3.138200 0.854745
H29 -5.426627 -3.758200 1.501745
H30 -4.330627 -4.544200 0.358745
C11 0.295373 -0.726200 0.275745
S6 -1.278627 -0.049200 -0.197255
O6 -2.220627 -1.129200 0.215745
C12 -1.232627 1.110800 1.196745
H31 0.676373 -1.111200 1.402745
H32 0.934373 -0.032200 -0.164255
H33 0.440373 -1.482200 -0.523255
H34 -1.222627 0.498800 2.338745
H35 -2.100627 1.728800 1.220745
H36 -0.481627 1.616800 0.821745
C13 1.703373 5.763800 1.019745
S7 0.943373 5.893800 -0.615255
O7 2.161373 5.751800 -1.488255
C14 0.158373 4.210800 -0.695255
H37 2.338373 6.595800 1.238745
H38 2.274373 4.780800 1.232745
H39 0.882373 5.437800 1.811745
H40 -0.303627 4.184800 -1.570255
H41 -0.582627 4.132800 0.165745
H42 0.971373 3.434800 -0.918255
C15 -5.409627 2.750800 0.385745
S8 -6.411627 2.554800 -1.041255
O8 -5.600627 3.260800 -2.132255
C16 -6.187627 0.801800 -1.381255
H43 -5.421627 1.968800 1.309745
H44 -5.248627 3.857800 0.747745
H45 -4.630627 2.453800 0.018745
H46 -5.246627 0.702800 -1.537255
H47 -6.781627 0.436800 -2.153255
H48 -6.464627 0.131800 -0.446255
C17 -4.088627 1.904800 -4.960255
S9 -2.462627 1.396800 -4.332255
O9 -1.457627 2.366800 -5.039255
C18 -2.453627 1.955800 -2.688255
H49 -4.169627 2.889800 -4.861255
H50 -4.977627 1.368800 -4.552255
H51 -4.326627 1.734800 -6.093255
H52 -1.539627 1.918800 -2.115255
H53 -3.323627 1.521800 -2.223255
H54 -2.289627 3.165800 -2.460255
C19 5.422373 -1.311200 -2.721255
S10 4.175373 -1.925200 -3.923255
O10 4.364373 -3.424200 -3.934255
C20 2.855373 -1.929200 -2.727255
H55 5.026373 -0.427200 -2.192255
H56 6.188373 -0.917200 -3.433255
H57 6.080373 -2.009200 -1.994255
H58 2.025373 -2.190200 -3.450255
H59 2.389373 -0.797200 -2.682255
H60 2.621373 -2.548200 -1.831255
C21 2.174373 1.196800 -4.934255
S11 1.294373 2.216800 -3.783255
O11 1.801373 1.659800 -2.421255
C22 1.827373 3.945800 -4.168255
H61 1.405373 0.740800 -5.630255
H62 2.586373 0.397800 -4.413255
H63 2.883373 1.815800 -5.463255
H64 2.857373 3.895800 -4.031255
H65 1.164373 4.668800 -3.736255
H66 1.894373 4.028800 -5.140255

Force components x, y, z for each atom (eV/Å):
C 1.6 0.7 0.4
S 0.2 -1.2 5.1
O -1.1 1.0 -4.2
C 1.4 -1.4 1.1
H -0.8 0.1 0.9
H -1.4 -2.2 -1.5
H 0.6 1.0 -0.8
H 0.4 -0.8 -0.2
H 1.3 0.7 -1.1
H -2.3 2.1 0.1
C 2.9 0.6 -0.8
S 2.4 -2.7 -2.2
O 0.0 1.2 -0.2
C -1.5 2.5 1.5
H -1.3 -1.7 2.4
H -2.6 0.8 -0.2
H 0.2 0.4 -1.0
H -0.4 0.6 0.7
H -0.8 -1.0 -0.3
H 1.1 -0.7 0.1
C -0.3 -2.0 -1.0
S 3.1 -1.1 -1.2
O -3.4 1.0 0.9
C -2.2 -0.6 -0.8
H -0.4 1.3 -0.3
H 1.0 -0.3 -0.2
H 0.1 0.6 1.7
H -0.4 -1.2 0.4
H 2.0 3.2 0.5
H 0.6 -0.8 0.0
C -0.7 1.5 1.5
S 1.5 0.5 -2.1
O 0.0 -2.1 2.3
C -1.1 1.5 1.4
H -1.0 0.8 -1.1
H 1.5 -2.1 1.8
H -1.2 0.6 -2.0
H -1.3 1.4 -0.1
H 0.7 -2.7 -1.3
H 1.9 0.8 -0.6
C 2.1 -1.8 2.6
S -1.8 4.3 1.7
O -0.3 -2.2 -1.3
C -0.1 1.1 4.7
H 1.2 0.6 0.2
H -0.8 -1.5 -1.8
H -0.3 1.6 -1.7
H 0.2 1.3 0.6
H -0.1 0.4 -0.7
H -0.3 -3.7 -4.1
C 1.2 -2.2 0.6
S -0.5 -1.8 3.1
O -0.9 0.0 -0.7
C -3.9 -4.3 3.6
H -1.7 1.3 -3.1
H 1.9 1.8 0.0
H -0.2 -0.5 0.8
H 0.6 1.8 -3.7
H -0.8 0.4 -0.1
H 4.5 3.2 -0.4
C -1.9 -3.9 2.4
S 1.8 -1.6 0.0
O -0.8 0.5 -0.3
C 2.4 0.2 3.8
H -0.1 0.6 0.2
H -0.2 1.5 -1.5
H 1.2 1.9 -1.3
H -2.7 0.3 -3.8
H 1.1 -0.4 -1.1
H -0.8 0.8 1.4
C -6.0 2.3 7.1
S -1.5 1.3 -2.0
O -0.7 -0.9 1.3
C -5.1 -0.4 5.0
H -1.1 2.0 -2.0
H -0.9 -2.2 -0.9
H 9.4 -2.6 -4.1
H 6.3 -1.0 -1.3
H -1.0 0.0 -1.5
H 0.5 1.5 -1.6
C -1.5 -4.1 -2.0
S 2.5 1.6 -2.8
O -1.9 -1.8 0.7
C 0.1 4.3 1.8
H -0.4 4.2 0.9
H 0.9 0.4 0.5
H 1.6 -0.1 1.8
H 0.6 -2.1 -0.4
H -0.1 0.2 0.7
H -2.0 -2.3 -1.6
C 2.8 0.5 -0.2
S 0.4 -3.1 4.2
O 0.6 0.7 -1.6
C -4.9 3.9 -2.1
H 0.1 -0.5 -0.1
H -0.2 0.0 0.7
H -2.3 1.0 -1.8
H 0.5 -0.6 0.7
H 1.5 -2.2 0.9
H 1.4 0.4 -0.6
C -1.7 1.1 -2.3
S -1.4 -0.7 2.1
O 0.0 1.3 -1.0
C -0.4 -2.6 3.5
H 0.9 0.8 0.5
H 1.0 -1.0 1.1
H 0.4 -0.3 -0.4
H 2.0 0.9 1.8
H 0.3 0.2 0.6
H -1.0 0.3 -5.6